(1)
Density functional theory data (the ωB97M-V functional and the def2-TZVPD basis) for an isolated molecule of C5H8N2O.

Orbital gap = 10.3 eV
F_max = 0.040 Eh/bohr
SMILES = [H]/N=C\O[C@@]1(C)C/C1=N\[H]
HOMO = -9.51 eV
E_LUMO = 0.830 eV

Cartesian coordinates (Å):
H -1.030 2.076 -0.084
N -0.233 2.586 0.279
C 0.832 1.963 0.438
O 1.330 0.716 0.111
C 0.424 -0.334 -0.052
C 1.063 -1.427 -0.882
C -0.527 -0.732 1.084
C -1.054 -0.165 -0.177
N -2.004 -0.030 -0.970
H -2.930 -0.224 -0.584
H 1.678 2.523 0.828
H 0.367 -2.248 -1.033
H 1.951 -1.793 -0.369
H 1.354 -1.027 -1.851
H -0.544 -0.101 1.963
H -0.677 -1.781 1.298

---

(2)
Density functional theory data (the ωB97M-V functional and the def2-TZVPD basis) for an isolated molecule of C5H8N2O.

Orbital gap = 9.5 eV
F_max = 0.115 Eh/bohr
SMILES = O[C@@H]1[C@H]2N[C@@H]1[C@@H]1N[C@@H]12
HOMO = -8.86 eV
E_LUMO = 0.603 eV

Cartesian coordinates (Å):
O 1.981 1.080 0.082
C 1.129 0.238 0.626
C 0.467 -1.053 0.038
N -0.624 -0.963 1.144
C -0.399 0.685 0.814
C -0.931 0.760 -0.661
N -1.759 -0.535 -0.939
C -0.339 -0.455 -1.172
H 2.402 1.697 0.573
H 1.426 0.018 1.612
H 1.058 -1.962 -0.182
H 0.122 -1.018 1.936
H -0.528 1.529 1.454
H -1.214 1.717 -1.078
H -2.072 -0.522 -1.960
H 0.066 -0.663 -2.315

---

(3)
Density functional theory data (the ωB97M-V functional and the def2-TZVPD basis) for an isolated molecule of C5H8N2O.

Orbital gap = 9.7 eV
F_max = 0.106 Eh/bohr
SMILES = CC(=O)[C@@H]1C=NNC1
HOMO = -8.91 eV
E_LUMO = 0.761 eV

Cartesian coordinates (Å):
C -2.258 -0.418 -0.765
C -1.340 -0.010 0.454
O -1.678 -0.004 1.637
C 0.079 0.248 0.064
C 0.944 -0.408 -1.047
N 2.210 -0.236 -0.861
N 2.423 0.493 0.304
C 1.221 0.432 1.166
H -2.044 0.177 -1.716
H -3.253 -0.117 -0.335
H -2.288 -1.444 -0.959
H -0.116 1.128 -0.586
H 0.542 -0.776 -1.870
H 3.249 0.066 0.909
H 1.108 1.350 1.843
H 1.201 -0.480 1.761

---

(4)
Density functional theory data (the ωB97M-V functional and the def2-TZVPD basis) for a cluster of 3 separate species, C5H8N2O in total.

Orbital gap = 8.6 eV
F_max = 0.127 Eh/bohr
HOMO = -8.29 eV
E_LUMO = 0.326 eV

Cartesian coordinates (Å):
C -2.795 -0.018 -0.386
C -0.266 0.037 0.313
C 1.302 -1.490 -0.152
C 1.991 -0.268 -0.023
C 0.857 0.554 -0.101
H -2.757 -1.093 -0.121
H -2.644 0.373 -1.389
H -3.859 0.406 -0.040
H -1.535 0.075 1.419
H 1.525 -2.622 0.020
H 3.120 0.032 -0.266
H 0.130 2.594 -0.712
H 1.683 2.307 1.099
N -1.587 0.394 0.475
N 1.211 1.893 -0.197
O 0.054 -1.372 0.018

---

(5)
Density functional theory data (the ωB97M-V functional and the def2-TZVPD basis) for a structure of composition C5H8N2O.

Orbital gap = 9.4 eV
F_max = 0.141 Eh/bohr
HOMO = -8.56 eV
E_LUMO = 0.831 eV

Cartesian coordinates (Å):
C -0.656 0.640 0.908
C -0.986 -0.736 0.709
C 0.502 -0.987 0.473
C 0.825 -0.347 -1.486
C 0.801 0.412 0.587
H -1.707 0.682 -0.896
H -0.843 1.256 1.688
H -1.674 -0.897 -0.386
H -1.321 -1.510 1.630
H 1.127 -1.657 1.146
H 0.550 -0.305 -2.562
H 1.189 1.791 -1.137
H 1.619 0.930 1.341
N 0.502 -1.388 -0.962
N 1.220 0.749 -0.804
O -1.147 1.366 -0.252

---

(6)
Density functional theory data (the ωB97M-V functional and the def2-TZVPD basis) for a structure of composition C5H8N2O.

Orbital gap = 8.6 eV
F_max = 0.136 Eh/bohr
HOMO = -8.90 eV
E_LUMO = -0.279 eV

Cartesian coordinates (Å):
C 1.556 -1.673 0.167
C 1.750 -0.286 -0.140
C 0.618 0.594 0.083
C 0.482 2.014 0.304
C -1.501 0.154 -0.087
H 0.513 -1.878 -0.455
H 1.608 -2.058 1.300
H 2.497 -2.087 -0.274
H -0.451 2.531 0.666
H 1.166 2.966 -0.429
H -1.438 1.385 -0.491
H -2.883 -1.253 0.542
H -3.615 0.242 -0.747
N -0.388 -0.274 0.414
N -2.759 -0.626 -0.378
O 2.847 0.249 -0.475

---

(7)
Density functional theory data (the ωB97M-V functional and the def2-TZVPD basis) for an isolated molecule of C5H8N2O.

Orbital gap (alpha / beta) = 6.8 / 6.8 eV
F_max = 0.081 Eh/bohr
SMILES = C=C(C)N(O)C=C=N
HOMO (alpha / beta) = -6.68 / -6.68 eV
E_LUMO (alpha / beta) = 0.105 / 0.107 eV

Cartesian coordinates (Å):
C -0.698 -0.896 -1.701
C -0.184 -0.137 -0.710
C -0.656 1.294 -0.599
N 0.947 -0.555 0.037
O 1.797 -1.523 -0.518
C 1.020 -0.425 1.408
C 0.018 0.097 2.070
N -0.724 0.626 2.821
H -0.343 -1.906 -1.880
H -1.426 -0.507 -2.404
H 0.118 1.947 -0.182
H -1.545 1.353 0.035
H -0.933 1.704 -1.577
H 2.401 -0.975 -1.050
H 1.810 -0.986 1.891
H -1.600 0.890 2.358

---

(8)
Density functional theory data (the ωB97M-V functional and the def2-TZVPD basis) for an isolated molecule of C5H8N2O.

Orbital gap = 8.9 eV
F_max = 0.084 Eh/bohr
SMILES = NC1=CC(=O)CCN1
HOMO = -8.57 eV
E_LUMO = 0.378 eV

Cartesian coordinates (Å):
N 2.325 0.997 -0.064
C 0.968 0.480 -0.061
C -0.150 1.328 -0.141
C -1.429 0.887 0.230
O -2.308 1.759 0.528
C -1.544 -0.601 0.448
C -0.495 -1.340 -0.384
N 0.878 -0.934 -0.193
H 2.447 1.855 0.634
H 2.960 0.093 0.144
H 0.057 2.483 0.002
H -2.433 -0.996 0.045
H -1.327 -0.904 1.573
H -0.807 -1.385 -1.461
H -0.449 -2.365 -0.129
H 1.306 -1.357 -1.172

---

(9)
Density functional theory data (the ωB97M-V functional and the def2-TZVPD basis) for an isolated molecule of C5H8N2O.

Orbital gap = 9.4 eV
F_max = 0.198 Eh/bohr
SMILES = C=C1CN(C)N=CO1
HOMO = -8.48 eV
E_LUMO = 0.921 eV

Cartesian coordinates (Å):
C 2.395 -0.587 -0.336
C 1.318 0.051 0.070
C 0.099 -0.390 0.942
N -1.179 0.030 0.356
C -1.911 -0.736 -0.645
N -1.201 1.391 0.063
C -0.127 1.901 -0.054
O 1.271 1.419 -0.230
H 2.556 -1.683 0.168
H 3.214 -0.345 -0.976
H -0.003 0.192 1.927
H -0.183 -1.508 1.294
H -1.511 -0.764 -1.698
H -1.752 -1.729 -0.350
H -2.939 -0.348 -0.646
H -0.046 3.106 0.114

---

(10)
Density functional theory data (the ωB97M-V functional and the def2-TZVPD basis) for an isolated molecule of C5H8N2O.

Orbital gap = 9.6 eV
F_max = 0.111 Eh/bohr
SMILES = C1=NNCC[C@H]2O[C@H]12
HOMO = -8.82 eV
E_LUMO = 0.747 eV

Cartesian coordinates (Å):
C 1.076 1.017 -0.668
N 1.543 0.913 0.566
N 0.492 0.131 1.531
C 0.304 -1.277 1.074
C -0.895 -1.371 0.246
C -0.585 -0.416 -0.923
O -1.459 0.396 -1.604
C -0.451 1.073 -0.566
H 1.668 1.578 -1.411
H 1.011 -0.082 2.324
H 0.206 -1.641 2.210
H 1.277 -1.508 0.542
H -1.756 -1.141 0.866
H -0.900 -2.449 -0.270
H 0.341 -1.017 -1.241
H -1.116 1.627 0.152

---

(11)
Density functional theory data (the ωB97M-V functional and the def2-TZVPD basis) for a structure of composition C5H8N2O.

Orbital gap = 8.2 eV
F_max = 0.073 Eh/bohr
HOMO = -20.57 eV
E_LUMO = -12.392 eV
Net charge = +2

Cartesian coordinates (Å):
C 1.520 1.175 -1.460
C 0.535 -0.085 -0.420
C -0.442 1.535 1.504
C -1.623 -1.031 0.553
C -0.178 -1.187 0.132
N 0.233 1.032 -1.253
N 1.854 0.214 -0.492
O -0.438 2.301 2.355
H 2.013 1.742 -2.148
H -1.424 -0.915 1.714
H -2.194 -0.177 0.173
H -2.065 -2.008 0.512
H -0.232 -2.102 -0.520
H 0.404 -1.714 0.888
H -0.655 1.283 -1.596
H 2.689 -0.065 0.057

---

(12)
Density functional theory data (the ωB97M-V functional and the def2-TZVPD basis) for an isolated molecule of C5H8N2O2.

Orbital gap = 10.6 eV
F_max = 0.155 Eh/bohr
SMILES = C#C[C@H](CO)O/C=N/N
HOMO = -9.82 eV
E_LUMO = 0.822 eV

Cartesian coordinates (Å):
C 1.570 -1.594 -1.265
C 0.457 -1.462 -0.906
C -0.751 -0.946 -0.477
C -0.864 0.267 -1.209
O -1.313 0.118 -2.569
O -0.831 -0.628 1.001
C -0.214 0.579 1.487
N 0.970 1.033 1.063
N 1.051 2.021 2.478
H 2.576 -2.081 -1.113
H -1.621 -1.619 -0.500
H -1.691 0.948 -0.621
H 0.172 0.606 -0.737
H -0.628 -0.681 -2.901
H -0.615 1.005 2.447
H 1.486 1.124 3.139
H 2.139 2.333 2.264

---

(13)
Density functional theory data (the ωB97M-V functional and the def2-TZVPD basis) for an isolated molecule of C5H8N2O2.

Orbital gap (alpha / beta) = 7.6 / 7.6 eV
F_max = 0.065 Eh/bohr
HOMO (alpha / beta) = -7.47 / -7.47 eV
E_LUMO (alpha / beta) = 0.129 / 0.130 eV

Cartesian coordinates (Å):
C 0.168 -3.334 -1.931
C 0.388 -2.017 -1.833
C -0.069 0.028 -0.632
C -0.035 2.082 0.783
C -0.409 0.613 0.738
N 0.062 -4.481 -2.019
N 0.015 -1.265 -0.776
O 0.175 2.592 2.115
O 0.297 -0.182 1.717
H 0.607 -1.383 -2.646
H 0.006 0.560 -1.627
H 0.875 2.364 0.226
H -0.789 2.796 0.401
H -1.444 0.425 0.814
H -0.087 -1.811 0.125
H -0.709 2.658 2.452
H 0.950 0.356 2.094

---

(14)
Density functional theory data (the ωB97M-V functional and the def2-TZVPD basis) for a structure of composition C5H8N2O2.

Orbital gap = 7.9 eV
F_max = 0.121 Eh/bohr
HOMO = -7.52 eV
E_LUMO = 0.344 eV

Cartesian coordinates (Å):
C 0.222 0.354 2.381
C -0.332 -0.888 2.168
C -0.007 -0.042 0.258
C -0.578 -0.452 -2.603
C 0.380 0.173 -1.694
N 0.405 0.901 1.139
N -0.496 -1.114 0.892
O -0.899 -2.168 0.372
O 0.857 2.139 0.837
H 0.698 0.806 3.265
H -0.764 -1.558 3.019
H -0.699 -1.446 -2.224
H -0.075 -0.456 -3.558
H -1.523 0.090 -2.687
H 0.660 1.226 -1.638
H 1.305 -0.258 -1.574
H 0.846 2.691 1.646

---

Looking at relative energy (zero: lowest compared OMol25 entry of this formula, charge and spin) for the records above, in order, we have 69.0 129.1 66.0 181.3 118.7 157.6 139.2 53.3 107.3 169.5 34.8 227.3 100.0 177.0 kcal per mole.